# C32H50IrN4SeSi3

A molecular structure, C32H50IrN4SeSi3 (the ωB97M-V functional and the def2-TZVPD basis, the OMol25 dataset).

Computed properties:
- DFT total energy (eV) = -131770.532
- energy above the lowest of the compared OMol25 structures with the same formula, charge and spin (eV) = 0.725
- molecular weight (g mol⁻¹) = 846.2
- total charge = +1
- HOMO level (eV) = -10.64

The geometry in XYZ format:
```
91
Properties=species:S:1:pos:R:3:forces:R:3
Ir -0.0565 -0.5901 0.2544 0.10 0.04 0.15
C -2.9533 -1.9127 -1.4333 0.03 -0.04 -0.01
Si -3.1599 -0.8492 0.1025 0.00 0.03 0.00
C -3.3450 -2.0516 1.5352 -0.01 -0.05 0.06
C -4.8049 0.0162 -0.1483 -0.07 0.03 0.01
C -1.7862 0.4903 0.4366 -0.12 0.05 -0.09
Si -1.8981 1.8703 -0.8737 -0.02 -0.04 -0.01
C -0.4275 3.0298 -0.7656 -0.01 0.04 0.01
C -3.4053 2.9603 -0.6151 -0.04 0.05 -0.03
C -1.9752 1.1891 -2.6197 -0.03 -0.03 -0.03
Si -2.0916 1.0887 2.1917 0.03 -0.04 0.00
C -1.3596 2.7449 2.6609 0.01 0.03 0.02
C -3.8349 1.1824 2.8676 -0.08 -0.01 0.03
C -1.1337 -0.2542 3.1241 0.01 0.02 0.02
C -1.1442 -0.4488 4.5006 -0.01 0.01 0.02
C -0.3073 -1.3815 5.0866 -0.02 0.01 0.01
C 0.5520 -2.1052 4.2722 0.01 -0.01 -0.01
C 0.5163 -1.8832 2.9126 0.01 -0.02 0.01
N -0.3191 -1.0000 2.3428 0.06 -0.01 -0.03
H -3.9429 -2.0566 -1.8767 0.02 0.00 0.03
H -2.5701 -2.9031 -1.1811 0.00 0.02 -0.02
H -2.3205 -1.4724 -2.2010 0.02 -0.01 -0.01
H -4.2062 -2.6888 1.3095 0.02 0.01 0.01
H -2.4784 -2.7077 1.6349 -0.02 0.02 -0.01
H -3.5279 -1.5890 2.5064 0.02 -0.06 -0.06
H -5.5793 -0.7544 -0.0787 0.01 0.01 0.00
H -4.8699 0.4469 -1.1498 0.00 -0.05 0.04
H -5.0393 0.7951 0.5759 0.00 -0.06 -0.07
H -0.5351 3.7127 0.0802 0.04 -0.01 0.00
H -0.3919 3.6427 -1.6718 -0.02 -0.01 0.03
H 0.5241 2.5094 -0.6729 -0.01 0.00 0.02
H -3.5048 3.3087 0.4158 0.00 -0.01 0.00
H -4.3442 2.4869 -0.9026 0.09 0.08 0.02
H -3.2808 3.8514 -1.2381 0.00 -0.01 0.02
H -1.1412 0.5225 -2.8544 -0.01 0.01 0.02
H -1.9371 2.0248 -3.3250 0.00 -0.02 0.02
H -2.9043 0.6456 -2.8068 0.03 0.03 -0.02
H -1.9592 3.5568 2.2426 0.00 -0.01 0.00
H -0.3286 2.8896 2.3541 -0.06 0.02 0.04
H -1.4050 2.8441 3.7499 -0.01 0.00 -0.03
H -4.3741 2.0134 2.4051 0.02 -0.02 0.02
H -3.7704 1.4102 3.9364 0.00 0.00 -0.02
H -4.4368 0.2824 2.7512 0.02 0.07 0.02
H -1.8064 0.1531 5.1110 0.01 -0.01 -0.01
H -0.3108 -1.5337 6.1581 0.00 0.00 -0.01
H 1.2430 -2.8317 4.6764 -0.01 0.01 0.00
H 1.1801 -2.4152 2.2437 -0.03 0.00 0.01
Se 0.4961 -2.0980 -2.8712 -0.02 0.09 0.02
N 0.2733 -2.2443 -1.0819 -0.02 0.02 -0.05
C -0.1059 -3.5026 -0.8376 0.00 -0.02 0.02
C -0.4113 -4.0671 0.4332 -0.01 0.01 0.04
C -0.7843 -5.3697 0.5037 -0.01 -0.01 0.00
C -0.8863 -6.2011 -0.6580 0.00 0.00 0.02
C -0.6176 -5.7051 -1.8868 -0.02 0.00 -0.02
C -0.2281 -4.3351 -2.0061 -0.03 0.02 -0.03
N 0.0206 -3.7477 -3.1647 0.06 -0.05 0.01
H -0.3699 -3.4558 1.3196 0.00 -0.02 -0.03
H -1.0218 -5.7979 1.4697 0.00 0.00 -0.02
H -1.1901 -7.2323 -0.5391 0.01 0.01 0.00
H -0.6931 -6.3000 -2.7870 0.00 0.01 0.02
C 2.0225 1.3717 -4.9416 -0.01 0.00 0.00
C 2.4705 0.5015 -3.7994 -0.04 0.01 0.02
C 3.4629 -0.4548 -3.9584 0.03 -0.04 0.01
C 3.8771 -1.2659 -2.8989 -0.02 -0.01 -0.02
C 4.9220 -2.3279 -3.1084 0.00 0.01 0.00
C 3.2749 -1.1066 -1.6584 -0.04 -0.06 -0.01
C 2.2667 -0.1583 -1.4749 0.00 -0.01 -0.04
C 1.8798 0.6418 -2.5434 -0.08 0.02 -0.04
N 1.6655 0.0759 -0.1978 0.05 -0.04 -0.03
C 2.5924 0.7640 0.7681 0.05 0.01 0.01
C 1.8170 1.5249 1.8359 -0.01 -0.01 -0.04
C 3.5167 -0.2718 1.4420 0.01 0.01 -0.04
C 3.4400 1.7958 0.0138 0.06 0.04 0.06
H 2.5870 1.1606 -5.8482 0.00 0.00 0.01
H 2.1513 2.4276 -4.6989 0.00 0.00 0.00
H 0.9626 1.2154 -5.1571 0.03 0.00 0.00
H 3.9336 -0.5749 -4.9286 -0.01 0.00 0.02
H 5.5559 -2.0956 -3.9630 0.00 0.00 0.01
H 4.4529 -3.2961 -3.2984 0.00 0.01 0.00
H 5.5566 -2.4364 -2.2291 -0.01 0.00 0.00
H 3.5650 -1.7480 -0.8351 -0.01 0.02 0.00
H 1.1143 1.3953 -2.3829 0.07 -0.08 -0.03
H 1.2130 0.8794 2.4688 0.01 -0.02 0.01
H 1.1791 2.2749 1.3738 0.02 -0.05 -0.03
H 2.5296 2.0413 2.4807 -0.01 0.00 -0.01
H 3.0043 -1.2256 1.5707 -0.03 0.03 0.04
H 3.8290 0.0783 2.4274 0.02 0.04 -0.04
H 4.4189 -0.4501 0.8556 -0.04 -0.02 -0.01
H 2.8073 2.5315 -0.4864 0.02 0.00 0.01
H 4.0920 1.3357 -0.7285 -0.02 0.03 0.04
H 4.0693 2.3217 0.7335 0.00 -0.01 0.00
```
Forces are in eV/Å.